## P
Formula: C3H10N4
Source: OMol25
Level of theory: ωB97M-V/def2-TZVPD

Molar mass (g mol⁻¹): 102.14
LUMO (eV): 0.81
SMILES string: [H]/N=C(/N)NN(C)C
Highest occupied orbital energy (eV): -8.9

Geometry (Å):
H  -1.75  1.60  1.96
N  -0.78  1.59  2.22
C  -0.10  0.78  1.52
N  1.24  0.51  1.77
N  -0.62  -0.05  0.57
N  0.18  -0.41  -0.50
C  -0.09  -1.80  -0.85
C  0.12  0.46  -1.65
H  1.74  1.27  2.27
H  1.76  0.14  0.99
H  -1.60  0.20  0.33
H  0.66  -2.20  -1.58
H  -0.08  -2.39  0.06
H  -1.04  -1.86  -1.37
H  1.05  0.28  -2.28
H  -0.86  0.38  -2.23
H  0.19  1.48  -1.22

These are the natural (NBO) partial charges, in e, on atoms 1 to 8: H 0.33; N -0.76; C 0.57; N -0.83; N -0.48; N -0.29; C -0.41; C -0.44

***

## Q
Formula: C3H10N4
Source: OMol25
Level of theory: ωB97M-V/def2-TZVPD

Molar mass (g mol⁻¹): 102.14
LUMO (alpha / beta) (eV): 0.06 / 0.05
Highest occupied orbital energy (alpha / beta) (eV): -6.6 / -6.6

Geometry (Å):
C  1.67  -0.68  1.34
N  0.82  -0.51  0.17
N  0.51  1.27  -0.03
N  1.37  1.84  -0.64
H  1.26  -0.82  -0.69
H  1.95  1.35  -1.33
H  2.62  -0.15  1.22
H  1.86  -1.74  1.53
H  1.14  -0.27  2.20
N  -1.73  -1.03  0.31
C  -2.11  0.07  -0.33
C  -1.40  0.62  -1.38
H  -0.22  -0.91  0.28
H  -2.34  -1.25  1.10
H  -2.97  0.64  0.03
H  -1.71  1.55  -1.83
H  -0.71  0.01  -1.96

These are the natural (NBO) partial charges, in e, on atoms 1 to 8: C -0.43; N -0.58; N 0.13; N -0.38; H 0.36; H 0.33; H 0.20; H 0.21

***

## R
Formula: C3H10N4
Source: OMol25
Level of theory: ωB97M-V/def2-TZVPD

Molar mass (g mol⁻¹): 102.14
LUMO (eV): 0.99
Highest occupied orbital energy (eV): -8.5

Geometry (Å):
C  -0.11  -1.29  1.03
C  -1.24  0.19  -2.11
N  0.77  0.36  1.57
N  -0.07  1.32  1.12
N  2.03  0.44  0.98
C  -0.36  0.38  -0.91
N  -0.68  1.32  -0.07
H  -0.63  1.77  1.84
H  2.09  0.21  -0.01
H  2.66  -0.14  1.52
H  0.63  -0.06  -1.01
H  0.71  -1.91  1.38
H  -0.51  -1.76  0.14
H  -0.90  -1.24  1.78
H  -0.76  0.59  -3.00
H  -1.42  -0.87  -2.29
H  -2.19  0.69  -1.97

These are the natural (NBO) partial charges, in e, on atoms 1 to 8: C -0.56; C -0.65; N -0.09; N -0.26; N -0.65; C 0.01; N -0.25; H 0.38

***

Verdict on stability: R comes out at the bottom.

***

## P
Formula: C3H10N4
Source: OMol25
Level of theory: ωB97M-V/def2-TZVPD

Molar mass (g mol⁻¹): 102.14
LUMO (eV): 0.82
SMILES string: N[C@@H]1CN1.[H]/N=C\N
Highest occupied orbital energy (eV): -8.4

Geometry (Å):
N  1.67  -1.05  -0.35
C  1.29  0.03  0.50
C  0.80  1.33  -0.01
N  2.10  1.20  0.62
H  0.88  -1.69  -0.46
H  1.94  -0.72  -1.27
H  0.90  -0.33  1.45
H  0.09  1.91  0.56
H  0.74  1.48  -1.08
H  2.88  1.23  -0.04
H  -1.31  -1.21  -1.54
N  -1.21  -1.63  -0.61
C  -1.71  -0.93  0.32
N  -2.38  0.24  0.22
H  -1.64  -1.34  1.33
H  -2.42  0.71  -0.66
H  -2.62  0.77  1.03

These are the natural (NBO) partial charges, in e, on atoms 1 to 8: N -0.85; C 0.10; C -0.30; N -0.60; H 0.40; H 0.35; H 0.18; H 0.18

***

## Q
Formula: C3H10N4
Source: OMol25
Level of theory: ωB97M-V/def2-TZVPD

Molar mass (g mol⁻¹): 102.14
LUMO (alpha / beta) (eV): 0.32 / 0.23
SMILES string: C=CNN.C=NN
Highest occupied orbital energy (alpha / beta) (eV): -7.4 / -7.1

Geometry (Å):
C  -1.78  0.80  -1.10
C  -0.91  -0.18  -0.80
N  -0.50  -0.45  0.56
N  -0.73  -1.76  1.04
H  -2.08  1.55  -0.38
H  -2.32  0.78  -2.02
H  -0.79  -1.05  -1.43
H  -0.82  0.29  1.19
H  -1.71  -1.91  1.26
H  -0.18  -1.88  1.89
C  1.95  -0.59  0.12
N  2.02  0.60  -0.42
N  1.41  1.71  0.07
H  1.46  -1.46  -0.32
H  2.90  -0.99  0.47
H  0.70  1.93  -0.64
H  1.36  2.63  0.51

These are the natural (NBO) partial charges, in e, on atoms 1 to 8: C -0.49; C 0.00; N -0.47; N -0.66; H 0.19; H 0.21; H 0.21; H 0.35

***

Verdict on stability: Q comes out at the bottom.

***

## P
Formula: C3H16N2O3
Source: OMol25
Level of theory: ωB97M-V/def2-TZVPD

Molar mass (g mol⁻¹): 128.17
LUMO (eV): -4.67
Highest occupied orbital energy (eV): -8.5

Geometry (Å):
N  3.65  -0.60  -0.14
C  1.12  -0.18  1.74
C  0.10  -0.30  0.66
C  0.48  0.09  -0.85
N  1.55  -0.60  -1.41
H  4.11  -1.48  0.03
H  1.23  -0.86  2.58
H  1.11  0.82  2.19
H  2.11  -0.34  1.27
H  -0.81  0.24  0.97
H  -0.18  -1.34  0.51
H  -0.47  -0.01  -1.41
H  0.81  1.13  -0.83
H  2.58  -0.45  -0.78
H  1.23  -1.56  -1.56
H  -2.16  2.68  -0.86
H  -1.77  1.61  0.15
O  -1.37  2.25  -0.52
H  -2.55  -0.62  -0.01
H  -2.89  -1.99  -0.76
O  -2.18  -1.38  -0.56
H  4.31  0.09  -0.47
H  -3.37  0.52  1.63
O  -2.70  0.67  0.97

These are the natural (NBO) partial charges, in e, on atoms 1 to 8: N -1.00; C -0.68; C -0.34; C -0.28; N -0.27; H 0.37; H 0.25; H 0.22

***

## Q
Formula: C3H16N2O3
Source: OMol25
Level of theory: ωB97M-V/def2-TZVPD

Molar mass (g mol⁻¹): 128.17
LUMO (eV): 0.71
SMILES string: C[C@H](N)CN.O.O.O
Highest occupied orbital energy (eV): -9.5

Geometry (Å):
C  -1.97  -1.98  -0.28
C  -1.03  -0.80  -0.20
N  -1.49  0.36  0.55
C  -0.54  -0.37  -1.58
N  0.77  0.29  -1.47
H  -1.41  -2.88  -0.56
H  -2.55  -2.17  0.63
H  -2.78  -1.94  -1.02
H  -0.15  -1.18  0.32
H  -2.48  0.49  0.39
H  -1.34  0.22  1.54
H  -1.29  0.31  -2.01
H  -0.37  -1.26  -2.18
H  0.76  1.00  -0.75
H  1.05  0.74  -2.34
O  0.20  2.54  1.21
H  -0.51  1.94  0.84
H  0.22  3.27  0.58
O  2.38  -1.34  0.49
H  1.88  -1.07  -0.30
H  2.40  -0.49  0.97
O  2.82  1.33  1.36
H  2.01  1.74  1.73
H  3.43  1.25  2.09

These are the natural (NBO) partial charges, in e, on atoms 1 to 8: C -0.63; C -0.09; N -0.86; C -0.21; N -0.86; H 0.22; H 0.21; H 0.20

***

Verdict on stability: P comes out at the bottom.